Entry from the OMol25 dataset: 2 unconnected molecules or ions with the total composition C5H7N3S in a non-equilibrium geometry (ωB97M-V with the def2-TZVPD basis set).

The strongest force on any atom is 3.5 eV Å⁻¹. The value obtained for the frontier orbital gap (alpha / beta) is 7.190 / 6.992 eV. The calculation puts the LUMO energy (alpha / beta) at 0.2 / -1.1 eV. The calculation puts the total energy at -756.99814 Eh. The value obtained for the energy relative to the best compared isomer or geometry (same formula, charge and spin) is 12.13 kcal/mol. The value obtained for the highest occupied orbital energy (alpha / beta) is -7.01 / -8.12 eV.

```
! wB97M-V def2-TZVPD RIJCOSX def2/J DEFGRID3
* xyz 0 3
C -2.85 0.40 0.31
C -1.60 0.85 0.07
C -1.68 -1.38 -0.19
C 0.50 -0.34 -0.25
C 2.71 0.44 0.05
N -2.92 -0.97 -0.03
N -0.81 -0.27 -0.30
N 1.28 0.68 -0.01
S 1.51 -2.57 0.04
H -3.76 0.98 0.53
H -1.11 1.78 0.38
H -1.56 -2.44 -0.58
H 3.33 1.31 -0.45
H 2.94 0.26 1.11
H 2.95 -0.39 -0.66
H 1.07 1.66 -0.02
*
```

Results of the Mulliken charge analysis, in e, for atoms 1 through 4: number 1, C, carries -0.405; number 2, C, carries -0.191; number 3, C, carries -0.034; number 4, C, carries 0.041



Entry from the OMol25 dataset: a molecular structure, C5H7N4OS in a non-equilibrium geometry (ωB97M-V with the def2-TZVPD basis set).

The strongest force on any atom is 6.4 eV Å⁻¹. The value obtained for the frontier orbital gap is 8.407 eV. The calculation puts the LUMO energy at -4.7 eV. The calculation puts the total energy at -886.83973 Eh. The value obtained for the energy relative to the best compared isomer or geometry (same formula, charge and spin) is 35.61 kcal/mol. The value obtained for the highest occupied orbital energy is -13.15 eV.

```
! wB97M-V def2-TZVPD RIJCOSX def2/J DEFGRID3
* xyz 1 1
C -1.35 1.63 0.03
C 0.06 1.52 -1.81
C 1.14 -0.37 1.65
C -0.81 -0.19 0.45
C 0.32 -0.45 -0.60
N -0.85 2.11 -0.94
N 0.67 0.44 -1.57
N -0.14 -0.17 1.71
N 1.56 -0.45 0.42
O 0.28 -1.71 -1.13
S -2.04 -1.53 0.33
H -2.16 1.88 0.68
H 0.23 2.09 -2.73
H 1.70 -0.18 2.48
H -0.63 -0.13 2.58
H 2.47 -0.63 0.02
H 0.63 -1.45 -2.00
H -1.09 -2.42 0.43
*
```

Results of the Mulliken charge analysis, in e, for atoms 1 through 4: number 1, C, carries 0.234; number 2, C, carries -0.124; number 3, C, carries -0.162; number 4, C, carries -0.328



Entry from the OMol25 dataset: a gas-phase ion, C5H7N4OS (charge +1) in a non-equilibrium geometry (ωB97M-V with the def2-TZVPD basis set).

The strongest force on any atom is 7.3 eV Å⁻¹. The value obtained for the frontier orbital gap (alpha / beta) is 6.919 / 6.426 eV. The calculation puts the LUMO energy (alpha / beta) at -3.4 / -6.6 eV. The calculation puts the total energy at -886.71744 Eh. The value obtained for the highest occupied orbital energy (alpha / beta) is -10.32 / -13.03 eV.

```
! wB97M-V def2-TZVPD RIJCOSX def2/J DEFGRID3
* xyz 1 3
C 0.81 -0.84 1.33
C 0.28 -2.42 -0.17
C 0.39 1.10 -1.27
C 0.64 0.48 0.92
C -1.02 -0.51 -0.21
N 1.05 -1.99 0.69
N -0.81 -1.74 -0.63
N 1.19 1.08 -0.22
N -0.72 0.52 -1.23
O 0.28 1.51 1.68
S -2.59 -0.09 0.63
H 0.56 -1.09 2.44
H 0.50 -3.42 -0.68
H 0.71 1.83 -2.01
H 2.01 1.76 -0.04
H -1.52 0.56 -2.01
H 0.24 1.47 2.62
H -3.04 -1.30 0.69
*
```

Results of the Mulliken charge analysis, in e, for atoms 1 through 4: number 1, C, carries -0.233; number 2, C, carries 0.084; number 3, C, carries -0.029; number 4, C, carries 0.452



Entry from the OMol25 dataset: a gas-phase ion, C5H7N4OS2 (charge +1) in a non-equilibrium geometry (ωB97M-V with the def2-TZVPD basis set).

The strongest force on any atom is 6.5 eV Å⁻¹. The value obtained for the frontier orbital gap (alpha / beta) is 6.108 / 6.109 eV. The calculation puts the LUMO energy (alpha / beta) at -4.9 / -4.9 eV. The calculation puts the total energy at -1284.82799 Eh. The value obtained for the energy relative to the best compared isomer or geometry (same formula, charge and spin) is 49.03 kcal/mol. The value obtained for the highest occupied orbital energy (alpha / beta) is -10.99 / -10.99 eV.

```
! wB97M-V def2-TZVPD RIJCOSX def2/J DEFGRID3
* xyz 1 1
C 0.16 1.68 -0.85
C -1.15 1.41 -0.18
C 1.01 -2.46 0.24
C 1.30 1.01 -0.56
C 0.48 -1.33 -0.39
N 2.01 -2.11 0.97
N -1.56 0.25 0.37
N 1.13 -0.31 0.13
N -1.20 1.29 1.31
O 2.10 -0.73 0.94
S 2.90 1.53 -0.81
S -0.72 -1.55 -1.63
H 0.18 2.26 -1.74
H -2.00 2.23 -0.29
H 0.65 -3.47 0.27
H -2.53 0.15 0.32
H -0.38 1.21 1.93
H -1.97 1.79 1.86
H -0.41 -2.85 -1.92
*
```

Results of the Mulliken charge analysis, in e, for atoms 1 through 4: number 1, C, carries -0.870; number 2, C, carries 0.197; number 3, C, carries -0.358; number 4, C, carries -0.070